1.
C33H22Br2F4GaN4O2PS | wB97M-V/def2-TZVPD

Values from the calculation:
gap between HOMO and LUMO: 8.09 eV
2S+1: 1
LUMO: -6.06 eV
net charge: +2
HOMO level: -14.149 eV

Each line ends with the natural charge from an NBO analysis.
Cartesian coordinates (Å):
Ga -0.9356 0.0051 0.0354  1.4568
F 2.9890 -3.7327 -5.5439  -0.2464
C 2.5998 -3.0468 -4.4915  0.3337
C 3.5329 -2.5273 -3.6133  0.2805
F 4.8219 -2.7235 -3.8168  -0.2539
C 3.1027 -1.8114 -2.5090  0.4129
F 4.0425 -1.3938 -1.6613  -0.2937
C 1.7536 -1.5616 -2.2570  -0.4675
P 1.3436 -0.7111 -0.6934  0.9840
C 1.7745 -2.0058 0.4921  -0.4103
C 2.9524 -1.9845 1.2325  -0.1796
C 3.2506 -3.0531 2.0648  -0.1927
C 2.3870 -4.1367 2.1479  -0.1825
C 1.2150 -4.1615 1.4013  -0.1309
C 0.9050 -3.0960 0.5742  -0.2267
C 2.4359 0.7075 -0.4597  -0.4288
C 2.4770 1.2830 0.8109  -0.2072
C 3.2537 2.4106 1.0341  -0.1879
C 3.9822 2.9704 -0.0047  -0.1635
C 3.9354 2.4048 -1.2723  -0.2157
C 3.1630 1.2790 -1.5032  -0.1193
C 0.8292 -2.1562 -3.1231  -0.1244
Br -1.0221 -2.1759 -2.7913  0.1714
C 1.2484 -2.8711 -4.2306  0.3162
F 0.3710 -3.4240 -5.0536  -0.2673
H 3.6340 -1.1481 1.1566  0.2353
H 4.1635 -3.0420 2.6443  0.2391
H 2.6309 -4.9716 2.7909  0.2382
H 0.5433 -5.0065 1.4653  0.2278
H -0.0147 -3.1155 -0.0036  0.2259
H 1.9174 0.8450 1.6290  0.2335
H 3.2928 2.8496 2.0218  0.2338
H 4.5932 3.8447 0.1738  0.2403
H 4.5059 2.8382 -2.0824  0.2399
H 3.1405 0.8451 -2.4941  0.2120
Br 0.2840 1.7828 -3.0340  0.1555
C -1.5017 1.2141 -2.9675  0.1530
C -2.3075 1.3647 -4.0808  -0.2427
C -3.6245 0.9447 -4.0007  -0.0998
C -4.0928 0.4076 -2.8119  -0.1906
C -3.2113 0.2853 -1.7604  0.1098
N -1.9270 0.6784 -1.8253  -0.5764
C -3.6351 -0.2963 -0.4378  0.7551
O -4.7861 -0.3078 -0.1050  -0.5283
O -2.6216 -0.7395 0.2777  -0.8761
H -1.9067 1.8004 -4.9842  0.2625
H -4.2736 1.0366 -4.8613  0.2564
H -5.1139 0.0789 -2.6816  0.2746
C -0.9617 -1.2568 5.1431  -0.4140
N -1.5665 -0.0977 4.4911  -0.3086
C -2.3855 0.8330 5.1031  -0.0184
C -2.7465 1.7241 4.1706  -0.0626
N -2.1522 1.3263 2.9664  -0.3619
C -1.4160 0.2096 3.1972  0.3112
S -0.3485 -0.6840 2.2022  -0.1740
C -2.3398 2.0619 1.7635  0.4180
C -3.4529 2.8775 1.6629  -0.2496
C -3.5097 3.7951 0.6268  -0.0833
C -2.4344 3.8907 -0.2450  -0.2412
C -1.4144 2.9737 -0.1189  0.0813
N -1.3797 2.0194 0.8299  -0.5683
H -1.2668 -1.2566 6.1847  0.2404
H 0.1228 -1.1958 5.0783  0.2358
H -1.3020 -2.1699 4.6592  0.2415
H -2.6206 0.7866 6.1511  0.2619
H -3.3193 2.6262 4.2640  0.2567
H -4.2507 2.8114 2.3857  0.2566
H -4.3692 4.4436 0.5251  0.2559
H -2.4077 4.6271 -1.0348  0.2560
H -0.5762 2.9784 -0.8039  0.2306

---

2.
C33H22Cl2N6O5Pd | wB97M-V/def2-TZVPD

Values from the calculation:
gap between HOMO and LUMO: 4.41 eV
2S+1: 1
LUMO: -3.06 eV
net charge: 0
HOMO level: -7.472 eV

Each line ends with the natural charge from an NBO analysis.
Cartesian coordinates (Å):
Pd 0.2696 1.2376 0.2427  1.0424
C -0.1460 2.9451 -3.6238  -0.2606
O -1.4569 3.4478 -3.2924  -0.5152
C -2.2770 2.5650 -2.6755  0.2455
C -3.4328 2.1672 -3.2457  -0.1321
C -4.3434 1.2490 -2.5967  -0.1663
C -4.0604 0.7288 -1.3977  -0.1894
C -2.8154 1.0623 -0.7253  -0.0877
C -2.5572 0.4548 0.4438  0.0728
N -1.3548 0.5713 1.1832  -0.1459
N -1.3983 0.0554 2.3044  -0.1145
C -0.1792 0.2475 3.0973  0.6342
O 0.1292 1.3696 3.3879  -0.5019
C 0.5164 -0.9943 3.4589  -0.1268
C -0.0031 -2.2466 3.1393  -0.1702
C 0.7235 -3.3849 3.4465  -0.2198
C 1.9611 -3.2694 4.0642  -0.1710
C 2.4801 -2.0184 4.3792  -0.2115
C 1.7596 -0.8787 4.0779  -0.1495
C -1.9111 2.0633 -1.3694  0.5023
O -0.8969 2.5211 -0.8067  -0.5846
H 0.2136 3.5695 -4.4366  0.2009
H -0.2104 1.9097 -3.9644  0.1970
H 0.5256 3.0156 -2.7700  0.1923
H -3.6656 2.5253 -4.2390  0.2567
H -5.2368 0.9589 -3.1301  0.2433
H -4.7139 0.0078 -0.9259  0.2253
H -3.2819 -0.2068 0.9017  0.2275
H -0.9689 -2.3327 2.6594  0.2233
H 0.3262 -4.3607 3.2023  0.2235
H 2.5276 -4.1612 4.3000  0.2189
H 3.4505 -1.9346 4.8500  0.2260
H 2.1486 0.1069 4.2898  0.2428
N -0.5586 -0.5561 -1.7532  -0.5521
C -0.7008 -0.6713 -2.9005  0.3856
C -0.8652 -0.8032 -4.2812  -0.6221
C -2.0992 -0.3993 -4.8320  0.3378
N -3.1181 -0.0226 -5.2309  -0.4389
C 0.1779 -1.3301 -5.0765  0.3042
N 1.0328 -1.7663 -5.7175  -0.3769
Cl 5.5450 3.6531 -1.3047  0.0001
C 4.2753 3.6855 -0.1164  -0.0442
C 3.1610 4.4632 -0.3540  -0.2092
C 2.1167 4.4596 0.5571  -0.2304
C 2.2259 3.7141 1.7184  -0.1743
C 3.3706 2.9716 1.9610  -0.0802
Cl 3.5170 2.1961 3.5081  0.0147
C 4.4170 2.8926 1.0314  0.0990
N 5.5511 2.1165 1.2248  -0.6346
C 5.5186 0.7796 1.7084  0.1581
C 6.3204 0.4339 2.7899  -0.2100
C 6.2860 -0.8464 3.3123  -0.2058
C 5.4277 -1.7909 2.7660  -0.2358
C 4.6534 -1.4586 1.6677  -0.1322
C 4.7078 -0.1864 1.1051  -0.0506
C 3.9492 0.0893 -0.1719  -0.5431
C 2.5443 0.5599 0.0221  0.8114
O 2.0500 1.4888 -0.6880  -0.6373
O 1.7733 0.0299 0.8890  -0.6591
H 3.1072 5.0423 -1.2653  0.2339
H 1.2269 5.0442 0.3675  0.2276
H 1.4412 3.7138 2.4627  0.2357
H 6.3764 2.4108 0.7306  0.4138
H 6.9423 1.1992 3.2362  0.2245
H 6.9134 -1.1013 4.1565  0.2176
H 5.3780 -2.7898 3.1800  0.2146
H 4.0097 -2.2042 1.2158  0.2106
H 3.8747 -0.8450 -0.7353  0.2637
H 4.4569 0.8167 -0.8048  0.2563

---

3.
C33H22ClF3IrN3O3 | wB97M-V/def2-TZVPD

Values from the calculation:
gap between HOMO and LUMO (alpha / beta): 5.27 / 5.90 eV
2S+1: 2
LUMO (alpha / beta): 1.48 / 1.48 eV
net charge: -1
HOMO level (alpha / beta): -3.791 / -4.420 eV

Each line ends with the natural charge from an NBO analysis.
Cartesian coordinates (Å):
Ir -0.2670 -1.2439 -0.2191  1.0588
Cl 4.6094 -1.8017 5.1603  -0.0496
C 3.2121 -1.6949 4.1040  -0.1110
C 1.9187 -1.6806 4.6661  -0.1933
C 0.8290 -1.5858 3.8636  -0.2490
C 0.9359 -1.4779 2.4385  0.4350
O -0.1508 -1.3427 1.7943  -0.5962
C 2.2665 -1.5370 1.8804  -0.2011
C 2.5930 -1.5130 0.4919  0.1950
N 1.7701 -1.4078 -0.4806  -0.4721
C 2.1636 -1.3582 -1.8341  0.1525
C 3.4349 -1.3572 -2.3393  -0.2241
C 3.6651 -1.3002 -3.7299  -0.1961
C 2.6322 -1.2480 -4.6182  -0.2037
C 1.3025 -1.2381 -4.1407  -0.0999
C 0.1688 -1.1852 -4.9862  -0.1300
C -1.0728 -1.1761 -4.4404  -0.2514
C -1.2141 -1.2084 -3.0368  0.0982
N -0.1905 -1.2513 -2.2426  -0.3586
C 1.0783 -1.2801 -2.7540  0.2258
C 3.3751 -1.6338 2.7610  -0.1725
H 1.8046 -1.7461 5.7409  0.2184
H -0.1734 -1.5867 4.2707  0.2317
H 3.6565 -1.5980 0.2644  0.1593
H 4.2860 -1.3981 -1.6725  0.2116
H 4.6845 -1.2973 -4.0946  0.2115
H 2.8138 -1.2114 -5.6854  0.2096
H 0.3078 -1.1569 -6.0607  0.2099
H -1.9560 -1.1416 -5.0633  0.2213
H -2.1769 -1.1949 -2.5315  0.2620
H 4.3757 -1.6525 2.3429  0.2084
F -0.4345 8.2018 -1.1078  -0.3349
C 0.1115 7.6545 0.0002  0.9779
F 1.3780 8.1231 0.0483  -0.3352
F -0.5349 8.1877 1.0501  -0.3289
C 0.0606 6.1622 -0.0209  -0.2056
C -0.6005 5.4466 0.9661  -0.1704
C -0.6300 4.0619 0.9168  -0.2247
C -0.0003 3.3636 -0.1209  0.0457
C 0.6626 4.1067 -1.1075  -0.2286
C 0.6914 5.4877 -1.0579  -0.1713
C -0.0491 1.9360 -0.1652  -0.3005
C -0.1354 0.7224 -0.1706  -0.0954
H -1.0944 5.9729 1.7717  0.2212
H -1.1496 3.4972 1.6800  0.2271
H 1.1540 3.5771 -1.9132  0.2173
H 1.2048 6.0518 -1.8281  0.2140
C -0.2165 -5.6670 0.1041  -0.7173
C -0.6257 -4.2347 0.4445  0.7910
O -1.2689 -4.0044 1.4536  -0.6674
O -0.1879 -3.3769 -0.4294  -0.8016
H -0.5290 -6.3408 0.8985  0.2099
H 0.8659 -5.7180 -0.0314  0.2091
H -0.6829 -5.9611 -0.8385  0.2106
N -2.2149 -1.1635 -0.2211  -0.5509
C -3.0768 -0.7255 0.6978  0.0938
C -4.4586 -1.0363 0.5414  -0.1935
C -5.4028 -0.6446 1.4683  -0.2405
C -5.0354 0.0996 2.5897  -0.2596
C -3.6936 0.4479 2.7611  -0.1720
C -2.7356 0.0529 1.8496  -0.2280
H -4.7375 -1.6163 -0.3303  0.2040
H -6.4436 -0.9156 1.3225  0.1951
H -5.7794 0.4017 3.3171  0.1930
H -3.3969 1.0295 3.6286  0.1865
H -1.6966 0.3252 1.9838  0.2297